Record 1
16
Properties=species:S:1:pos:R:3 method="wB97M-V/def2-TZVPD" e_above_lowest_kj_mol=234.0 homo_energy_ev=-7.6 smiles=Cc1cc[nH]c1C homo_lumo_gap_ha=0.3136 lumo_energy_ev=0.969
C 0.843 0.791 1.599
C 0.526 0.734 0.074
C -0.680 1.496 0.108
C -1.715 0.702 -0.241
N -1.167 -0.473 -0.723
C 0.193 -0.464 -0.599
C 0.981 -1.578 -1.254
H 1.425 1.659 1.905
H 1.287 -0.151 1.890
H -0.103 0.850 2.191
H -0.686 2.470 0.577
H -2.771 0.806 -0.062
H -1.704 -1.230 -1.109
H 2.006 -1.261 -1.465
H 0.543 -1.852 -2.229
H 1.022 -2.497 -0.659

---

Record 2
19
Properties=species:S:1:pos:R:3 method="wB97M-V/def2-TZVPD" e_above_lowest_kj_mol=109.7 homo_energy_ev=-14.8 homo_lumo_gap_ha=0.4351 lumo_energy_ev=-2.934 charge=+1
C -2.080 -0.735 0.610
C -1.930 0.065 -1.589
N -1.565 0.210 -0.388
H -2.299 -0.199 1.530
H -1.307 -1.477 0.812
H -2.970 -1.255 0.258
H -2.700 -0.650 -1.875
H -1.470 0.671 -2.356
H -0.240 0.878 0.045
C 2.069 -0.658 -0.281
C 1.703 0.255 0.873
N 0.746 1.314 0.385
H 2.579 -0.120 -1.081
H 2.769 -1.419 0.048
H 1.179 -1.145 -0.675
H 1.187 -0.297 1.656
H 2.556 0.770 1.307
H 0.591 1.988 1.126
H 1.182 1.805 -0.405

---

Record 3
39
Properties=species:S:1:pos:R:3 method="wB97M-V/def2-TZVPD" e_above_lowest_kj_mol=177.7 homo_energy_ev=-9.8 smiles="C#CCCC[C@]1(c2ccncc2)OC(=O)O[C@@H]1C[C@@H](C)I" homo_lumo_gap_ha=0.3709 lumo_energy_ev=0.303
C 3.329 2.300 2.242
C 3.320 1.884 1.108
C 3.107 1.207 -0.206
C 2.144 -0.022 -0.047
C 1.332 -0.345 -1.340
C -0.109 -0.881 -1.120
C -0.376 -1.954 -0.062
C -1.702 -2.267 0.319
C -1.894 -3.229 1.314
N -0.952 -3.898 1.965
C 0.278 -3.612 1.563
C 0.644 -2.684 0.583
O -0.402 -1.534 -2.397
C -0.719 -0.529 -3.309
O -0.628 -0.693 -4.478
O -1.094 0.590 -2.618
C -1.203 0.222 -1.207
C -0.999 1.519 -0.402
C -2.062 1.783 0.694
C -1.874 3.234 1.289
I -4.100 1.639 -0.010
H 3.432 2.525 3.290
H 2.791 1.884 -1.015
H 4.092 0.797 -0.503
H 1.498 0.068 0.840
H 2.809 -0.884 0.150
H 1.270 0.604 -1.913
H 1.877 -1.036 -2.009
H -2.581 -1.798 -0.126
H -2.935 -3.437 1.605
H 1.098 -4.141 2.071
H 1.691 -2.531 0.326
H -2.217 -0.210 -1.198
H -0.021 1.463 0.120
H -0.938 2.400 -1.061
H -1.854 1.101 1.537
H -1.159 3.838 0.708
H -1.626 3.205 2.364
H -2.839 3.769 1.232

---

Record 4
16
Properties=species:S:1:pos:R:3 method="wB97M-V/def2-TZVPD" e_above_lowest_kj_mol=135.0 homo_energy_ev=-2.6 homo_lumo_gap_ha=0.2328 lumo_energy_ev=3.733 charge=-1
C 2.782 -0.437 -0.195
N 1.479 -0.338 -0.853
C 0.331 -0.958 -0.247
C -1.025 -0.183 -0.125
S -2.218 -0.774 1.100
H 2.702 -1.382 0.383
H 3.573 -0.282 -0.971
H 2.916 0.421 0.448
H 1.352 0.292 -1.621
H 0.572 -1.202 0.814
H 0.093 -1.949 -0.639
H -0.647 0.785 0.238
H -1.419 -0.054 -1.151
H -3.804 2.569 0.504
H -3.066 1.380 0.971
O -3.621 2.114 1.345

---

Record 5
74
Properties=species:S:1:pos:R:3 method="wB97M-V/def2-TZVPD" e_above_lowest_kj_mol=482.2 homo_energy_ev="-13.3 / -13.3" homo_lumo_gap_ha="0.1803 / 0.1809" lumo_energy_ev="-8.361 / -8.346" charge=+2
Pd 0.337 0.269 0.380
N 2.582 -2.878 2.296
C 3.310 -3.059 1.141
C 4.287 -3.973 0.779
C 4.875 -3.807 -0.459
C 4.524 -2.749 -1.306
C 3.555 -1.833 -0.958
C 2.936 -2.000 0.278
N 2.015 -1.228 0.926
C 1.826 -1.769 2.124
C 1.087 -1.035 3.121
C 0.889 -1.301 4.451
S 0.293 0.084 5.253
C 0.349 0.937 3.768
N 0.727 0.238 2.743
H 2.617 -3.469 3.114
H 4.609 -4.748 1.454
H 5.652 -4.489 -0.766
H 5.052 -2.642 -2.240
H 3.312 -0.971 -1.561
H 1.058 -2.209 4.989
H 0.071 1.970 3.712
O -3.147 2.614 -5.033
C -2.550 1.768 -4.214
O -2.406 0.609 -4.499
C -2.116 2.302 -2.895
C -2.803 3.202 -2.087
Cl -4.204 4.128 -2.378
N -2.170 3.242 -0.891
N -1.105 2.440 -0.878
C -1.048 1.869 -2.078
C 0.094 0.958 -2.403
O 0.063 0.308 -3.446
O 1.044 0.888 -1.559
C -2.569 4.058 0.200
C -3.636 3.651 0.995
C -4.027 4.447 2.058
C -3.359 5.633 2.325
C -2.304 6.035 1.519
C -1.900 5.247 0.454
H -3.251 3.511 -4.687
H -4.154 2.730 0.773
H -4.850 4.136 2.679
H -3.667 6.250 3.155
H -1.799 6.967 1.713
H -1.087 5.553 -0.187
C -1.611 2.317 2.277
C -2.303 1.125 2.413
C -3.168 0.869 3.514
C -3.730 -0.372 3.695
C -3.480 -1.410 2.798
C -2.692 -1.172 1.672
C -2.135 0.071 1.466
H -0.871 2.436 1.488
H -1.724 3.119 2.987
H -3.360 1.668 4.215
H -4.368 -0.547 4.549
H -3.903 -2.388 2.965
H -2.527 -1.961 0.950
H -1.656 0.310 0.487
C 1.975 -1.627 -4.023
As 0.324 -2.224 -3.154
C 0.624 -4.150 -2.949
C -1.173 -2.228 -4.384
S -0.364 -1.755 -1.130
H 1.699 -1.445 -5.065
H 2.726 -2.415 -3.957
H 2.342 -0.695 -3.606
H 0.996 -4.536 -3.899
H -0.318 -4.644 -2.711
H 1.343 -4.373 -2.164
H -0.824 -2.720 -5.296
H -1.506 -1.217 -4.609
H -1.991 -2.804 -3.947

---

Record 6
135
Properties=species:S:1:pos:R:3 method="wB97M-V/def2-TZVPD" homo_energy_ev=-7.6 homo_lumo_gap_ha=0.2590 lumo_energy_ev=-0.584
C -3.521 -6.414 -5.073
O -2.574 -7.179 -4.247
B -1.619 -6.267 -3.535
O -0.390 -5.809 -4.257
P -2.033 -5.798 -1.720
C -2.486 -5.534 0.119
C -1.857 -4.178 0.796
C -2.743 -2.806 0.435
C -1.823 -1.546 1.005
C -2.506 -0.066 0.694
C -1.953 0.351 -0.827
C -2.256 1.925 -1.191
S -0.898 2.609 -2.349
C 0.669 2.455 -1.274
N 1.869 1.546 -1.421
N 2.632 1.898 -0.293
C 1.947 2.971 0.531
O 0.669 3.346 -0.103
H -4.463 -6.047 -4.455
H -2.926 -5.530 -5.558
H -3.953 -7.065 -5.970
H -0.719 -5.185 -4.981
H -2.987 -6.914 -1.724
H -2.409 -4.454 -2.084
H -0.654 -6.105 -1.385
H -3.655 -5.577 0.264
H -2.026 -6.451 0.728
H -0.727 -3.985 0.562
H -1.947 -4.292 1.970
H -2.998 -2.726 -0.705
H -3.781 -2.812 1.008
H -1.666 -1.731 2.150
H -0.761 -1.669 0.495
H -2.067 0.660 1.523
H -3.677 -0.080 0.678
H -0.788 0.093 -0.796
H -2.419 -0.303 -1.679
H -2.108 2.530 -0.173
H -3.337 2.138 -1.584
H 2.261 3.487 1.535
C 4.860 4.972 2.568
Cl 5.667 3.744 3.575
Cl 6.080 6.072 1.879
Cl 3.972 4.168 1.249
Cl 3.718 5.904 3.570
C -0.165 6.594 4.115
Cl -0.837 5.181 4.968
Cl 0.606 6.061 2.599
Cl -1.475 7.742 3.742
Cl 1.047 7.391 5.149
C -7.874 -6.766 -5.833
Cl -7.276 -6.880 -4.158
Cl -6.757 -5.765 -6.795
Cl -7.971 -8.398 -6.541
Cl -9.492 -6.020 -5.836
C -8.601 -5.316 -0.399
Cl -9.297 -6.267 0.937
Cl -9.423 -5.741 -1.922
Cl -8.822 -3.579 -0.070
Cl -6.862 -5.677 -0.542
C 6.202 1.019 -1.009
Cl 6.138 -0.687 -0.498
Cl 6.094 2.072 0.424
Cl 7.737 1.328 -1.858
Cl 4.838 1.363 -2.103
C -4.865 5.308 -0.289
Cl -5.537 3.895 0.564
Cl -4.094 4.775 -1.804
Cl -6.175 6.456 -0.661
Cl -3.653 6.105 0.746
C 9.906 5.282 -0.142
Cl 11.432 4.963 -1.006
Cl 9.023 6.595 -0.961
Cl 8.907 3.807 -0.136
Cl 10.264 5.763 1.536
C -0.802 11.703 1.761
Cl 0.006 10.475 2.768
Cl 0.419 12.803 1.072
Cl -1.689 10.899 0.442
Cl -1.943 12.635 2.763
C -2.084 -6.630 4.081
Cl -3.090 -5.162 4.013
Cl -2.136 -7.311 5.726
Cl -2.706 -7.831 2.921
Cl -0.402 -6.217 3.662
C -1.188 16.821 3.767
Cl -2.194 17.962 2.840
Cl 0.278 17.655 4.343
Cl -2.113 16.214 5.164
Cl -0.723 15.455 2.723
C -7.160 -4.939 -10.996
Cl -8.167 -3.798 -11.923
Cl -5.695 -4.106 -10.420
Cl -8.085 -5.547 -9.599
Cl -6.695 -6.306 -12.040
C 0.748 -6.078 8.310
Cl -0.258 -4.937 7.383
Cl 2.214 -5.244 8.886
Cl -0.177 -6.685 9.707
Cl 1.213 -7.444 7.266
C -1.998 15.280 -1.138
Cl -2.062 13.575 -0.627
Cl -2.106 16.334 0.295
Cl -0.462 15.589 -1.987
Cl -3.361 15.624 -2.232
C -2.016 -9.829 -0.377
Cl -1.060 -8.403 -0.854
Cl -2.008 -11.020 -1.701
Cl -1.304 -10.559 1.084
Cl -3.693 -9.332 -0.035
C 11.459 9.877 -1.306
Cl 11.148 9.434 -3.004
Cl 11.515 8.402 -0.309
Cl 13.018 10.731 -1.191
Cl 10.154 10.941 -0.721
C -1.786 -10.751 7.790
Cl -2.482 -11.702 9.126
Cl -2.608 -11.176 6.267
Cl -2.007 -9.014 8.119
Cl -0.047 -11.112 7.647
C 10.394 1.740 2.995
Cl 11.469 3.122 3.329
Cl 8.696 2.269 3.103
Cl 10.719 1.117 1.358
Cl 10.692 0.454 4.191
C 13.287 3.545 -4.377
Cl 13.153 2.925 -6.042
Cl 14.975 3.403 -3.825
Cl 12.791 5.256 -4.339
Cl 12.229 2.596 -3.303
C -4.981 -13.729 -0.945
Cl -5.653 -15.142 -0.092
Cl -4.210 -14.262 -2.460
Cl -6.292 -12.581 -1.317
Cl -3.769 -12.932 0.090

---

Record 7
32
Properties=species:S:1:pos:R:3 method="wB97M-V/def2-TZVPD" multiplicity=3 s2=2.00 e_above_lowest_kj_mol=109.3 homo_energy_ev="-4.8 / -5.1" homo_lumo_gap_ha="0.2750 / 0.2282" lumo_energy_ev="2.691 / 1.112" charge=-1
Pd -1.754 -1.464 0.021
F 3.369 -3.005 -4.515
C 2.656 -2.922 -3.386
C 1.480 -2.198 -3.348
F 1.044 -1.596 -4.458
C 0.748 -2.117 -2.179
F -0.423 -1.473 -2.257
C 1.149 -2.726 -0.986
S 0.315 -2.678 0.531
C 2.343 -3.459 -1.075
F 2.789 -4.103 0.010
C 3.075 -3.569 -2.237
F 4.194 -4.304 -2.268
O 1.838 1.350 0.198
C 0.670 1.395 0.545
N -0.310 0.523 0.219
S -1.714 0.885 0.908
O -2.782 1.028 -0.059
O -2.019 -0.046 1.995
C -1.215 2.438 1.639
C -1.882 3.356 2.423
C -1.134 4.373 3.006
C 0.241 4.448 2.804
C 0.894 3.525 1.997
C 0.146 2.518 1.417
H -2.950 3.283 2.579
H -1.624 5.099 3.642
H 0.803 5.234 3.293
H 1.963 3.559 1.834
F -3.983 -1.882 -1.746
B -3.526 -2.305 -0.545
F -4.401 -3.169 -0.003

---

Record 8
68
Properties=species:S:1:pos:R:3 method="wB97M-V/def2-TZVPD" homo_energy_ev=-4.9 homo_lumo_gap_ha=0.2556 lumo_energy_ev=2.029 charge=-1
C 1.371 -0.695 -4.337
C 0.211 -1.362 -4.865
C -1.008 -0.537 -5.084
B -2.435 -1.148 -5.634
O -3.475 -0.109 -5.873
C -4.257 0.082 -4.697
C -3.463 -0.758 -3.557
O -2.980 -1.798 -4.393
C -0.897 0.918 -4.781
C 0.359 1.385 -4.258
N 1.488 0.638 -4.002
H 2.276 -1.330 -4.161
H 0.212 -2.446 -5.107
H -2.389 -2.059 -6.413
H -4.461 1.150 -4.417
H -5.248 -0.464 -4.686
H -2.708 -0.150 -2.994
H -4.292 -1.108 -2.894
H -1.772 1.582 -4.949
H 0.422 2.475 -4.006
C 6.299 4.642 -1.533
O 6.236 3.925 -2.762
C 5.014 3.448 -3.057
O 4.026 3.583 -2.384
O 5.094 2.805 -4.220
C 3.852 2.234 -4.669
H 7.326 4.977 -1.400
H 5.649 5.518 -1.563
H 6.033 3.996 -0.695
H 3.106 3.012 -4.826
H 3.489 1.493 -3.964
H 4.042 1.740 -5.621
C -3.312 0.073 2.377
O -2.879 -0.126 1.032
C -1.552 -0.081 0.872
O -0.742 0.109 1.751
O -1.285 -0.279 -0.415
C 0.107 -0.258 -0.747
H -4.399 0.016 2.383
H -2.920 -0.708 3.029
H -3.015 1.059 2.737
H 0.638 -1.052 -0.221
H 0.545 0.714 -0.514
H 0.208 -0.424 -1.818
C 2.520 -5.847 2.906
O 2.838 -4.459 2.986
C 1.778 -3.646 2.868
O 0.637 -3.994 2.707
O 2.210 -2.388 2.959
C 1.176 -1.401 2.847
H 3.449 -6.403 3.014
H 1.845 -6.135 3.713
H 2.082 -6.086 1.936
H 0.450 -1.515 3.652
H 0.691 -1.464 1.882
H 1.640 -0.421 2.935
C -4.280 0.913 8.377
O -3.817 0.701 7.045
C -2.485 0.756 6.912
O -1.695 0.963 7.796
O -2.190 0.543 5.627
C -0.792 0.573 5.330
H -5.366 0.845 8.362
H -3.893 0.144 9.047
H -3.998 1.906 8.729
H -0.266 -0.210 5.878
H -0.371 1.553 5.559
H -0.676 0.389 4.263

---

| no. | total energy (eV) |
| --- | --- |
| 1 | -7855.7341 |
| 2 | -7332.3506 |
| 3 | -32614.9098 |
| 4 | -17646.0436 |
| 5 | -146752.1085 |
| 6 | -1012039.0823 |
| 7 | -66030.1025 |
| 8 | -51071.2963 |